1.
Here is a 4-piece molecular cluster, H8O4 overall from OMol25. Energies are from ωB97M-V/def2-TZVPD.

Calculated values
SMILES   O.O.O.O
Gap between HOMO and LUMO   11.776 eV
Total charge   0
ΔE to the lowest compared entry with this formula, charge and spin   101.4 kJ/mol
HOMO   -11.54 eV

XYZ file:
```
12
Properties=species:S:1:pos:R:3:forces:R:3
O 27.595537 5.984806 4.164406 0.22 -0.02 -0.11
H 27.125434 6.595929 3.597151 -0.10 0.13 -0.20
H 27.201013 6.106961 5.027919 -0.08 -0.14 0.39
O 28.529754 5.767362 7.197192 -0.24 0.23 -0.03
H 29.176368 5.178378 7.586073 0.16 -0.36 0.34
H 29.041713 6.347053 6.633197 0.07 0.10 -0.31
O 30.714910 3.846495 9.195923 -0.30 0.16 -0.09
H 30.927330 3.051848 8.706378 0.03 -0.30 -0.10
H 31.473150 4.416671 9.068644 0.21 0.18 0.10
O 31.374359 7.704080 8.816356 0.04 0.04 0.18
H 32.093796 7.119921 8.576745 0.25 -0.05 -0.04
H 30.750384 7.624801 8.094841 -0.27 0.03 -0.11
```
Positions in Å, forces in eV/Å.

2.
Here is a single C4H9NO molecule from OMol25. Energies are from ωB97M-V/def2-TZVPD.

Calculated values
SMILES   CCCC(N)=O
Gap between HOMO and LUMO   10.765 eV
Total charge   0
ΔE to the lowest compared entry with this formula, charge and spin   26.8 kJ/mol
HOMO   -9.84 eV

XYZ file:
```
15
Properties=species:S:1:pos:R:3:forces:R:3
C -1.953448 -1.750224 0.252208 -0.20 -0.01 0.11
C -0.627986 -1.120487 0.716783 -0.38 -0.34 -0.05
C 0.250264 -0.559864 -0.409597 -0.26 -0.14 0.19
C 0.654180 0.889770 -0.191434 -0.09 -0.31 0.10
N 1.908373 1.206221 -0.617900 0.17 -0.04 -0.31
O -0.076034 1.692800 0.341955 -0.13 0.23 0.10
H -2.750096 -1.575191 0.983039 0.15 -0.07 -0.06
H -1.873623 -2.829078 0.120710 0.07 -0.04 -0.03
H -2.313929 -1.351190 -0.696036 0.09 0.19 -0.01
H -0.848131 -0.361092 1.456456 0.05 0.38 -0.09
H -0.075989 -1.888847 1.247948 0.21 -0.09 0.13
H 1.119014 -1.194159 -0.554182 0.26 0.01 -0.05
H -0.310215 -0.605154 -1.343758 -0.02 0.17 -0.14
H 2.357963 0.571601 -1.255140 0.12 0.07 0.05
H 2.144432 2.182300 -0.694810 -0.04 0.00 0.05
```
Positions in Å, forces in eV/Å.

3.
Here is CHI3S as an isolated structure from OMol25. Energies are from ωB97M-V/def2-TZVPD.

Calculated values
Gap between HOMO and LUMO (spin up / spin down)   6.978 / 5.917 eV
Total charge   0
ΔE to the lowest compared entry with this formula, charge and spin   126.9 kJ/mol
HOMO (spin up / spin down)   -8.95 / -8.29 eV

XYZ file:
```
6
Properties=species:S:1:pos:R:3:forces:R:3
C 0.143290 0.870908 0.624513 2.19 3.10 0.43
S -0.371872 0.677008 2.161462 -1.48 -1.44 0.64
I -1.542368 2.590883 -1.080128 0.54 -0.42 0.65
I 2.094241 1.490055 0.192978 -0.50 -0.19 -0.19
I 0.393070 2.390356 3.448932 0.59 1.15 0.79
H -0.376485 0.345643 -0.058173 -1.34 -2.20 -2.33
```
Positions in Å, forces in eV/Å.

4.
Here is a single C3H9NO2 molecule from OMol25. Energies are from ωB97M-V/def2-TZVPD.

Calculated values
SMILES   C[C@@H](O)[C@@H](N)O
Gap between HOMO and LUMO   10.052 eV
Total charge   0
ΔE to the lowest compared entry with this formula, charge and spin   115.3 kJ/mol
HOMO   -9.19 eV

XYZ file:
```
15
Properties=species:S:1:pos:R:3:forces:R:3
C 1.622443 0.463694 0.594161 -0.49 -0.24 -0.11
C 0.475216 0.204807 -0.379036 -0.97 0.64 0.31
O 0.663403 -0.992320 -1.109824 -0.02 -0.23 0.08
C -0.948692 0.068416 0.346315 1.65 1.16 -0.41
N -1.985222 -0.022646 -0.643740 0.09 -0.34 -0.24
O -0.935647 -1.055580 1.151217 0.43 -1.10 -0.62
H 2.575484 0.492664 0.065588 0.02 0.04 -0.03
H 1.478574 1.412664 1.104523 0.02 0.11 0.06
H 1.657557 -0.331508 1.336271 0.04 -0.03 0.07
H 0.397235 1.050266 -1.081153 -0.05 -0.06 0.07
H 1.517288 -0.955621 -1.553005 -0.06 -0.05 0.09
H -1.054941 0.941073 1.015387 0.04 -0.17 -0.07
H -2.833950 -0.412144 -0.250955 0.02 0.37 -0.07
H -2.118731 0.845924 -1.144294 -0.28 -0.12 0.11
H -0.510018 -1.709688 0.548544 -0.45 0.01 0.77
```
Positions in Å, forces in eV/Å.

5.
Here is a 15-piece molecular cluster, C23H36BCl29N3O3 overall from OMol25. Energies are from ωB97M-V/def2-TZVPD.

Calculated values
Gap between HOMO and LUMO   7.120 eV
Total charge   +1
HOMO   -12.19 eV

XYZ file:
```
95
Properties=species:S:1:pos:R:3:forces:R:3
O 1.750980 1.043249 5.205966 -1.62 0.81 -0.66
B 1.163318 2.108550 4.536701 1.13 0.70 1.10
O 1.310266 3.389602 5.112689 -1.46 -1.54 -0.62
C 0.297844 1.992243 3.188648 -3.74 -0.26 -1.97
C -1.188998 2.087367 3.166726 4.38 -0.43 -2.27
C -1.734147 1.992522 1.817819 -3.50 0.12 0.82
C -3.287238 2.074281 1.700929 0.87 0.57 0.15
C -3.915444 3.374317 1.919732 -2.38 -2.79 -0.92
C -5.376424 3.318093 1.732620 2.67 -1.09 0.03
C -5.926303 2.025371 1.377378 -0.95 1.37 0.22
N -5.318092 0.829115 1.219632 1.27 1.25 0.38
C -3.977759 0.842419 1.381365 -0.09 1.96 0.27
N -1.056306 1.805118 0.658260 0.07 0.20 2.36
Cl -1.821974 1.708974 -0.885176 0.24 0.09 0.47
N 0.254254 1.708831 0.657404 0.33 0.16 0.82
C 0.844665 1.816541 1.832175 1.70 0.17 1.20
O 2.237098 1.744276 1.772609 -1.32 0.50 0.12
H 1.415030 1.116080 6.123537 0.90 -0.18 -0.23
H 0.473387 3.875416 4.985320 0.78 0.36 -0.09
H -1.791824 2.216833 4.089466 0.19 -0.14 -1.13
H -3.365489 4.305009 2.162583 -0.37 -0.82 -0.22
H -6.015907 4.233883 1.855438 1.10 -1.56 -0.23
H -7.034002 2.017887 1.207528 1.10 -0.14 0.19
H -3.390389 -0.092419 1.238964 -0.65 0.77 0.21
H 2.568282 2.637023 1.556080 0.14 -0.47 -0.12
C 3.076915 1.529026 -1.928776 -0.14 -0.10 -0.04
Cl 4.524829 1.882075 -0.973097 -0.05 -0.04 0.12
Cl 3.011331 2.517246 -3.391154 -0.10 -0.05 0.02
H 3.090666 0.480333 -2.212994 0.11 0.11 -0.03
H 2.197690 1.736611 -1.324397 0.11 0.06 -0.03
C -2.388599 1.353845 -4.765266 0.36 -0.04 -0.41
Cl -3.341136 1.588854 -3.288593 -0.15 -0.06 0.14
Cl -2.425884 2.784657 -5.790258 -0.02 0.14 0.29
H -1.358440 1.145559 -4.487869 -0.10 0.07 0.08
H -2.800291 0.512712 -5.317527 -0.12 0.10 0.11
C 4.513281 2.139483 6.515588 0.05 0.23 -0.09
Cl 4.448588 0.553357 7.297729 -0.25 0.08 0.06
Cl 6.179936 2.648783 6.233066 -0.07 0.04 -0.02
H 3.996480 2.081001 5.563404 0.13 -0.12 0.07
H 4.025765 2.868093 7.157759 0.11 -0.10 0.04
C -1.514721 -2.499214 -1.734736 0.15 -0.19 0.04
Cl -2.593011 -1.514973 -0.732951 0.10 0.75 -0.95
Cl -1.206843 -1.728184 -3.295513 0.06 -0.05 -0.02
H -0.567426 -2.629792 -1.209911 -0.32 0.22 -0.25
H -1.979256 -3.467994 -1.905140 -0.10 0.14 -0.04
C -1.434165 5.292984 -1.231880 -0.01 -0.01 -0.10
Cl -2.984300 6.015361 -0.786752 -0.04 -0.11 -0.01
Cl -0.081560 6.164574 -0.498337 0.08 -0.10 0.02
H -1.415934 4.265938 -0.882745 -0.02 0.17 -0.01
H -1.328406 5.320089 -2.313163 -0.02 0.09 0.10
C 2.756196 -2.715415 -0.739545 0.36 0.13 -0.03
Cl 1.321675 -3.499165 -0.053085 0.34 -0.07 0.22
Cl 2.481706 -2.237818 -2.417773 0.02 0.00 0.04
H 2.986867 -1.829890 -0.153214 -0.13 -0.05 -0.04
H 3.589564 -3.412706 -0.701224 -0.16 -0.04 -0.05
C -2.489198 1.394122 -9.696321 -0.01 0.04 -0.17
Cl -3.845761 2.492899 -9.420747 0.01 0.02 -0.08
Cl -1.995589 0.591470 -8.200068 0.14 -0.30 -0.27
H -2.788411 0.639177 -10.417729 -0.06 0.03 0.15
H -1.648020 1.962734 -10.082884 -0.05 0.00 0.16
C 6.451470 -2.347662 6.775913 -0.12 0.06 0.18
Cl 7.852671 -2.668974 7.800663 -0.09 0.03 -0.01
Cl 6.822423 -2.586657 5.062598 -0.04 -0.03 -0.11
H 5.647158 -3.022020 7.057145 0.14 -0.05 -0.08
H 6.136635 -1.318117 6.911004 0.21 -0.11 -0.03
C 7.612291 -2.690111 1.056295 0.02 0.08 0.25
Cl 8.489958 -4.223797 1.079118 -0.02 0.05 0.06
Cl 6.579606 -2.560392 -0.375317 -0.07 0.06 -0.03
H 6.988100 -2.625388 1.945585 0.04 -0.11 -0.16
H 8.329536 -1.874311 1.048514 -0.03 -0.11 -0.12
C -1.757996 -4.797967 1.096068 0.15 -0.06 0.19
Cl -2.908045 -3.474173 1.326718 -0.08 -0.86 0.92
Cl -2.354199 -5.961962 -0.090536 0.14 -0.01 -0.03
H -0.813252 -4.387716 0.742067 -0.31 -0.08 0.02
H -1.608380 -5.305297 2.045010 -0.09 0.00 -0.10
C 1.998310 -0.936083 -8.222715 0.09 -0.11 -0.14
Cl 1.043266 -0.677065 -6.756758 0.04 -0.11 0.17
Cl 1.967718 0.486901 -9.269494 0.04 -0.05 -0.03
H 3.026398 -1.143415 -7.939977 -0.09 0.13 0.04
H 1.585748 -1.781760 -8.765552 -0.08 0.13 0.05
C -5.879119 -5.819237 -0.940130 0.07 0.01 0.09
Cl -7.294753 -6.615056 -0.243964 0.06 0.00 0.07
Cl -6.172165 -5.334211 -2.614918 0.11 0.06 -0.01
H -5.647730 -4.934567 -0.352860 -0.10 -0.04 -0.07
H -5.040715 -6.508092 -0.915182 -0.16 -0.01 -0.07
C 6.200589 -6.570737 -1.453541 0.25 -0.06 0.14
Cl 4.577418 -5.892753 -1.649286 -0.13 0.01 0.07
Cl 7.120851 -6.477674 -2.957340 0.02 -0.02 0.08
H 6.724908 -6.009743 -0.684164 -0.07 0.07 -0.13
H 6.112217 -7.612283 -1.157874 -0.09 0.08 -0.13
C -8.319390 5.456532 3.652418 -0.19 0.07 0.15
Cl -6.915418 5.210410 4.697922 -0.02 0.00 0.05
Cl -7.918886 5.147524 1.956202 -0.87 0.46 -0.03
H -9.109104 4.775475 3.956380 0.14 -0.04 -0.07
H -8.657505 6.483961 3.751713 0.15 -0.05 -0.07
```
Positions in Å, forces in eV/Å.

6.
Here is C32H23AsN5O4RuS3 as an isolated structure from OMol25. Energies are from ωB97M-V/def2-TZVPD.

Calculated values
Multiplicity   5
Gap between HOMO and LUMO (spin up / spin down)   7.318 / 6.798 eV
Total charge   +1
HOMO (spin up / spin down)   -10.24 / -10.65 eV

XYZ file:
```
69
Properties=species:S:1:pos:R:3:forces:R:3
Ru 1.555429 -0.089327 1.126387 -0.09 0.04 0.10
O 4.956341 2.645960 -0.456788 0.15 0.16 0.07
C 4.132152 1.967715 0.337364 -0.05 -0.21 -0.55
O 4.126499 0.762846 0.412971 0.10 -0.04 0.17
C 3.174017 2.825958 1.071768 0.00 0.17 0.22
C 3.312533 4.189592 1.216822 0.16 0.14 -0.08
C 2.399356 4.863088 2.022613 0.14 0.24 -0.07
C 1.396563 4.156307 2.643174 -0.17 -0.08 0.13
C 1.322488 2.785582 2.427502 0.00 -0.07 -0.04
N 2.189436 2.147411 1.654600 -0.38 -0.37 0.27
C 0.221623 1.941219 3.064176 0.02 -0.10 0.13
O -0.618469 2.513533 3.732597 0.00 -0.06 -0.05
O 0.304497 0.679507 2.817057 0.06 0.14 -0.23
H 5.554026 2.015070 -0.886235 -0.01 -0.02 0.01
H 4.125451 4.710785 0.729028 -0.04 -0.05 0.02
H 2.490765 5.933039 2.163201 -0.01 -0.04 -0.01
H 0.656305 4.611775 3.287841 0.05 0.00 -0.03
N -0.284085 2.563964 -0.280689 0.03 -0.09 -0.11
C 0.469412 1.928055 -1.220712 -0.04 -0.08 0.00
N 1.217364 0.881095 -0.967616 0.06 0.28 -0.03
C 1.854160 0.425247 -2.108494 0.04 -0.01 0.06
C 1.634650 1.165308 -3.216614 -0.04 -0.01 -0.06
S 0.549829 2.458299 -2.859680 -0.01 0.00 -0.02
C 2.641288 -0.801563 -1.969362 0.01 0.08 0.04
C 3.323714 -1.460343 -2.930644 0.02 -0.05 -0.01
S 4.156187 -2.806384 -2.237659 0.00 0.04 -0.02
C 3.520772 -2.379445 -0.682115 0.02 0.04 -0.19
N 2.725684 -1.344971 -0.699345 -0.10 -0.07 0.10
N 3.828929 -3.087065 0.431731 -0.08 -0.06 0.00
H -0.514679 2.013744 0.538183 -0.02 0.02 0.00
H -1.051966 3.128187 -0.610256 0.02 0.01 -0.01
H 2.013790 1.021534 -4.216310 -0.03 -0.01 0.07
H 3.392550 -1.239684 -3.984476 0.01 -0.02 0.08
H 4.590294 -3.741380 0.397734 0.03 0.01 -0.01
H 3.675259 -2.627387 1.313923 0.01 0.03 0.01
C -1.999779 -5.485862 0.979864 0.00 0.00 0.00
C -0.918111 -5.103654 0.195118 -0.01 0.01 0.00
C -0.656025 -3.757334 -0.011523 -0.01 -0.04 -0.02
C -1.486716 -2.790278 0.548585 -0.08 0.02 0.00
C -2.570135 -3.172075 1.328738 0.01 -0.02 0.01
C -2.821874 -4.521712 1.545956 0.00 -0.01 0.00
As -1.009799 -0.935330 0.267623 0.01 -0.08 0.16
C -1.670361 -0.583431 -1.512211 0.05 -0.06 0.00
C -1.135837 -1.020286 -2.712073 0.02 0.01 -0.04
C -1.741565 -0.641427 -3.903536 0.04 -0.02 0.00
C -2.864914 0.174040 -3.880260 -0.06 0.05 0.01
C -3.399914 0.610796 -2.675277 -0.02 -0.02 -0.03
C -2.807940 0.229536 -1.476062 0.03 0.02 -0.05
C -3.262653 0.610247 -0.121770 -0.01 0.00 0.05
C -4.346621 1.428851 0.168417 -0.01 0.02 -0.01
C -4.643754 1.735011 1.490603 -0.03 0.02 -0.02
C -3.861839 1.244143 2.526224 0.01 0.01 0.05
C -2.772714 0.425730 2.252135 0.00 0.00 0.00
C -2.492169 0.100271 0.934605 -0.01 0.02 -0.06
H -2.202013 -6.536212 1.147684 0.00 0.03 0.00
H -0.277298 -5.853979 -0.250519 -0.01 0.01 0.00
H 0.205283 -3.464176 -0.605347 0.00 0.01 0.01
H -3.218747 -2.423534 1.766615 0.00 0.01 0.00
H -3.666376 -4.818447 2.154857 0.01 0.00 -0.01
H -0.256443 -1.654160 -2.729924 0.01 -0.01 0.01
H -1.339539 -0.982164 -4.849460 -0.01 0.00 0.02
H -3.334480 0.466762 -4.811195 0.01 0.00 0.03
H -4.283606 1.236793 -2.677480 0.01 -0.01 0.00
H -4.961921 1.831874 -0.627059 0.02 -0.01 0.02
H -5.488112 2.375129 1.713806 0.02 -0.02 -0.01
H -4.083597 1.516314 3.549935 0.01 -0.02 -0.02
H -2.133302 0.083544 3.053872 0.00 -0.01 0.01
S 0.999843 -3.178124 2.913589 -0.07 0.05 0.11
C 1.460864 -1.904126 2.243791 0.19 0.11 -0.15
```
Positions in Å, forces in eV/Å.